(1)
{
  "formula": "C5H14",
  "method": "the ωB97M-V functional and the def2-TZVPD basis",
  "charge": -1,
  "gap_ev": [2.6, 11.7],
  "multiplicity": 2,
  "homo_energy_ev": [1.50, -7.60],
  "symbols": ["H", "H", "H", "H", "H", "H", "C", "H", "C", "C", "C", "H", "H", "C", "H", "H", "H", "H", "H"],
  "positions_angstrom": [[0.32665, 2.00448, -1.24267], [1.27703, 1.12936, 1.85194], [-1.49967, -1.31766, -1.59532], [-0.93442, -1.57311, -3.29224], [0.12937, 0.72925, -3.22723], [1.89134, -0.58150, 2.14056], [-0.11560, 1.03393, -1.07966], [-0.90462, 0.14746, 2.80542], [-0.71337, -1.13450, -2.32235], [-0.02173, -0.50588, 2.71806], [-0.51342, 0.37263, -2.40619], [-1.53254, 0.82378, -2.58216], [-0.24274, -1.08254, 1.80643], [1.29268, 0.24350, 2.52084], [0.22950, -1.59496, -1.98224], [0.12496, -1.26186, 3.48106], [-1.04094, 1.32820, -0.49192], [0.55900, 0.42814, -0.45172], [1.68852, 0.81129, 3.34938]],
  "lowdin_charge": [0.0197, 0.0329, 0.0472, 0.0413, 0.0826, 0.0250, -0.2612, 0.0336, -0.2224, -0.3303, -0.3907, 0.0899, 0.0301, -0.3914, 0.0467, 0.0314, 0.0548, 0.0435, 0.0173]
}

***

(2)
{
  "formula": "C5H14",
  "method": "the ωB97M-V functional and the def2-TZVPD basis",
  "charge": -1,
  "gap_ev": [2.6, 11.4],
  "multiplicity": 2,
  "homo_energy_ev": [1.54, -7.22],
  "symbols": ["H", "H", "C", "C", "H", "H", "C", "C", "H", "H", "H", "H", "H", "C", "H", "H", "H", "H", "H"],
  "positions_angstrom": [[0.65304, -0.59887, 0.92438], [3.23633, 0.49891, -0.03506], [-2.97952, 0.53532, 0.40129], [1.26363, -1.55025, -1.01159], [1.86777, 1.00556, -1.02147], [-3.26198, -0.45588, 0.77442], [1.53706, -0.79340, 0.32182], [2.14968, 0.59893, -0.05785], [0.21641, -1.36512, -1.24941], [-0.80385, 0.25117, -0.07267], [2.13836, -1.28908, 1.07964], [1.88844, -1.07951, -1.76637], [1.83524, 1.33479, 0.68548], [-1.50224, 0.88843, 0.44349], [-3.28509, 0.33099, -0.64397], [-3.71943, 1.21706, 0.83883], [-1.44038, 1.80858, -0.17338], [1.37928, -2.61701, -0.84722], [-1.17276, 1.27939, 1.40964]],
  "lowdin_charge": [0.0456, 0.0490, -0.4009, -0.2259, 0.0431, 0.0158, -0.3621, -0.1894, 0.0280, 0.0129, 0.0735, 0.0452, 0.0418, -0.3312, 0.0241, 0.0286, 0.0324, 0.0352, 0.0343]
}

***

(3)
{
  "formula": "C5H14",
  "method": "the ωB97M-V functional and the def2-TZVPD basis",
  "gap_ev": 11.7,
  "smiles": "CCC.CC",
  "homo_energy_ev": -10.60,
  "symbols": ["H", "H", "H", "C", "H", "H", "H", "H", "H", "C", "C", "C", "H", "H", "H", "C", "H", "H", "H"],
  "positions_angstrom": [[-0.10210, 0.08764, -2.08829], [-2.35865, 1.55496, -0.09226], [3.42335, -0.27717, 0.49012], [-0.86053, 0.62546, -1.58636], [1.88995, -0.84139, 2.34268], [-0.34883, 1.44329, -1.06361], [0.62910, -1.11835, 1.16554], [-2.32405, -0.93649, -0.92082], [-1.33458, 1.04500, 1.27987], [-1.42823, -0.38424, -0.56177], [2.37892, 0.01398, 0.29312], [1.64546, -1.01330, 1.20319], [1.92807, -0.11019, -0.82469], [-0.71342, -1.08239, -0.16540], [2.27992, -1.84023, 1.03658], [-2.08410, 0.63691, 0.46006], [-1.77196, 0.96587, -2.19094], [2.13098, 1.09947, 0.46834], [-2.97927, 0.13116, 0.75461]],
  "lowdin_charge": [0.0315, 0.0555, 0.0589, -0.1488, 0.1046, 0.0658, -0.0103, 0.1006, 0.1087, -0.2874, -0.1671, -0.1729, 0.0967, 0.0552, 0.0378, -0.1354, 0.1049, 0.0615, 0.0404]
}

***

(4)
{
  "formula": "C5H14",
  "method": "the ωB97M-V functional and the def2-TZVPD basis",
  "gap_ev": 12.2,
  "smiles": "CCC.CC",
  "homo_energy_ev": -11.03,
  "symbols": ["H", "H", "H", "C", "H", "H", "C", "H", "H", "H", "C", "C", "H", "H", "H", "H", "H", "H", "C"],
  "positions_angstrom": [[1.75057, -0.02092, 2.60647], [-0.98048, -0.51800, -2.58150], [-1.87573, -2.07602, -2.48204], [-2.25407, -0.65257, -0.86839], [1.92010, 1.95900, 2.43800], [1.13651, 0.96540, 0.20539], [2.17486, 0.90149, 2.24343], [-1.28490, 1.13952, -0.86351], [-0.29480, -0.07244, -0.16990], [-2.69215, -1.34302, -0.14969], [2.13388, 0.68315, 0.65844], [-1.38454, 0.33322, -0.25570], [2.86663, 1.28574, 0.19466], [-1.64074, 0.53593, 0.82862], [-3.14601, -0.16410, -1.34426], [3.16938, 0.83394, 2.60862], [2.37777, -0.39286, 0.36754], [-0.58664, -2.02342, -1.52522], [-1.38963, -1.37404, -1.91097]],
  "lowdin_charge": [0.0521, 0.1124, 0.0214, -0.3452, 0.0722, 0.0376, -0.1397, 0.0378, 0.0714, 0.0983, -0.1595, -0.1723, 0.0267, 0.1027, 0.1183, 0.0307, 0.0827, 0.0781, -0.1257]
}

***

(5)
{
  "formula": "C5H14",
  "method": "the ωB97M-V functional and the def2-TZVPD basis",
  "gap_ev": 12.3,
  "smiles": "CCC.CC",
  "homo_energy_ev": -11.20,
  "symbols": ["H", "H", "H", "H", "H", "H", "H", "H", "C", "H", "C", "H", "H", "H", "H", "C", "C", "H", "C"],
  "positions_angstrom": [[-0.17006, -0.63697, -2.69333], [0.35040, -1.75196, 2.24921], [1.10024, 0.37937, -2.11099], [-0.45110, 1.33599, -0.49129], [-0.10805, 1.13532, -3.07648], [2.71419, -1.42352, 1.56568], [-3.04817, 0.69698, -0.76988], [1.45685, -1.82823, 3.67511], [-2.35277, 0.92114, -1.56999], [-2.52943, 0.41839, -2.51323], [-0.92043, 0.57490, -1.13041], [0.54440, -0.36638, 3.41723], [-0.90706, -0.28814, -0.45840], [-2.35168, 1.99504, -1.76259], [2.87309, 0.00805, 2.43848], [2.10453, -0.61131, 1.97006], [1.01656, -1.20158, 2.90348], [1.61498, 0.03240, 1.24186], [0.02885, 0.36656, -2.31513]],
  "lowdin_charge": [0.0686, 0.0556, 0.0612, 0.0916, 0.0696, 0.0599, 0.0644, 0.0564, -0.1122, 0.0655, -0.3358, 0.0576, 0.0876, 0.0695, 0.0561, -0.1712, -0.1592, 0.0464, -0.1315]
}

***

(6)
{
  "formula": "C5H14",
  "method": "the ωB97M-V functional and the def2-TZVPD basis",
  "gap_ev": 12.6,
  "smiles": "CCC.CC",
  "homo_energy_ev": -11.41,
  "symbols": ["H", "C", "H", "H", "H", "H", "H", "C", "H", "H", "C", "H", "H", "H", "C", "H", "C", "H", "H"],
  "positions_angstrom": [[1.29338, -2.76325, 1.62052], [1.81748, -2.07941, 2.28184], [0.10406, -0.34962, -1.14374], [0.41459, -0.35311, 1.77907], [2.10059, -0.07039, 1.46574], [-1.38919, 2.35070, -1.04355], [1.68796, -2.45660, 3.29612], [1.41980, -0.62589, 2.10119], [1.49084, -0.12515, 3.07253], [-1.92010, 0.80522, -0.26180], [0.05269, 0.73825, -1.03023], [0.73992, 1.18746, -1.75027], [2.88185, -2.17649, 2.11334], [-3.11970, 1.15903, -2.39856], [-1.36879, 1.26569, -1.08485], [-1.51098, 1.29182, -3.22847], [-2.06905, 0.86752, -2.39282], [0.48944, 0.90406, -0.05362], [-2.14224, -0.21915, -2.51713]],
  "lowdin_charge": [0.0593, -0.1636, 0.0775, 0.0495, 0.0565, 0.0971, 0.0604, -0.1802, 0.0639, 0.0984, -0.1376, 0.0745, 0.0580, 0.0626, -0.3147, 0.0696, -0.1332, 0.0334, 0.0686]
}

***

Listing ΔE to the lowest compared entry with this formula, charge and spin for the structures above in their given order: 59.61 75.12 184.07 138.70 37.53 27.58 kJ/mol.